[1]
The following is a DFT calculation (the ωB97M-V functional and the def2-TZVPD basis) of a structure of composition C35H39N4O2SSi2Tc.

```
84
Properties=species:S:1:pos:R:3:mulliken_charge:R:1
Tc 0.89083 -1.80255 -0.68066 -0.508
C -1.81387 5.34045 4.35634 -0.965
O -1.53624 3.94920 4.25765 -0.443
C -2.55023 3.15348 3.83438 0.895
C -3.80644 3.62027 3.47305 -0.638
C -4.77653 2.70908 3.06254 -0.243
C -4.49789 1.36196 2.96025 -0.411
C -3.24205 0.89542 3.34922 -0.044
C -2.28199 1.78639 3.78932 -0.508
N -5.60301 0.49957 2.58727 -0.547
N -5.45542 -0.50596 1.87220 -0.509
C -4.19294 -0.95245 1.30660 0.645
C -4.09934 -2.31769 1.23119 -0.098
C -2.96914 -2.98595 0.74251 -0.834
C -1.88945 -2.26761 0.28257 0.422
O -0.82164 -2.83432 -0.21511 -0.796
C -1.96918 -0.84347 0.31028 -0.379
N -0.85492 -0.19662 -0.15517 0.801
C -0.85341 1.11529 -0.11842 -0.783
C -2.00235 1.86777 0.19777 -1.581
C -3.14115 1.22626 0.58062 -0.903
C -3.12312 -0.17564 0.76727 0.015
H -0.91186 5.80920 4.73252 0.251
H -2.63445 5.53122 5.04984 0.381
H -2.06085 5.76713 3.38144 0.365
H -4.05091 4.67261 3.52145 0.416
H -5.77235 3.05391 2.80195 0.414
H -3.02235 -0.16628 3.30823 0.559
H -1.30330 1.44993 4.11296 0.406
H -4.94252 -2.89031 1.60188 0.456
H -2.92605 -4.06966 0.71629 0.487
H 0.06314 1.61344 -0.39008 0.647
H -1.97383 2.94787 0.10142 0.599
H -4.05718 1.78070 0.73310 0.743
C 4.82665 0.13942 -3.48579 -1.193
Si 3.85072 -0.95695 -2.32176 0.182
C 4.26735 -2.66836 -2.92712 -1.279
C 4.54501 -0.65589 -0.62381 -0.822
C 1.99209 -0.57410 -2.26505 3.396
C 1.18376 -1.31103 -3.30271 -1.576
C 1.31432 -1.35188 -4.69226 -0.547
C 0.40593 -2.09497 -5.42441 -0.577
C -0.60737 -2.80730 -4.78160 -0.962
C -0.67255 -2.75240 -3.40742 -0.597
N 0.19582 -2.00135 -2.71364 0.995
Si 1.59370 1.24272 -2.50194 0.291
C 2.18778 2.18979 -1.00146 -1.320
C 2.34711 2.12867 -3.96711 -1.183
C -0.22615 1.39928 -2.93900 -1.028
H 5.82594 -0.30176 -3.59539 0.436
H 4.95723 1.15369 -3.09478 0.255
H 4.38816 0.21511 -4.48693 0.332
H 5.30200 -2.64523 -3.29276 0.448
H 3.61767 -2.98615 -3.75211 0.348
H 4.20984 -3.43283 -2.14749 0.379
H 5.55995 -1.06521 -0.52708 0.419
H 3.90942 -1.12452 0.13030 0.068
H 4.59432 0.42156 -0.41641 0.254
H 2.12309 -0.81306 -5.17587 0.408
H 0.48222 -2.12431 -6.50590 0.470
H -1.31372 -3.40831 -5.33636 0.448
H -1.40423 -3.29960 -2.82648 0.517
H 3.22580 2.50183 -1.17938 0.330
H 2.17712 1.57199 -0.09636 0.184
H 1.60352 3.10230 -0.81898 0.426
H 3.36226 2.48844 -3.79585 0.362
H 1.70634 2.99744 -4.16093 0.381
H 2.35053 1.51825 -4.87885 0.310
H -0.84919 0.58096 -2.56939 0.194
H -0.29960 1.41113 -4.03334 0.439
H -0.65344 2.34271 -2.57275 0.483
S 2.12248 -3.57122 -0.97186 -0.450
C 1.28048 -1.54736 1.02555 -0.546
C 1.09831 -1.69643 2.44758 1.047
C 0.80226 -0.64310 3.31699 0.027
C 0.53765 -0.91826 4.64896 -0.664
C 0.56225 -2.22930 5.11391 -0.435
C 0.86567 -3.27626 4.25214 -0.691
C 1.13478 -3.01499 2.91955 -0.386
H 0.78746 0.37765 2.94408 0.467
H 0.31149 -0.11241 5.33553 0.447
H 0.34721 -2.43279 6.15545 0.411
H 0.88686 -4.29561 4.61720 0.403
H 1.36569 -3.81260 2.22039 0.387
```

## Properties
Strongest force on any atom ... 3.12 eV Å⁻¹
HOMO energy (spin up / spin down) ... -7.351 / -7.356 eV
Gap between HOMO and LUMO (spin up / spin down) ... 6.48 / 6.51 eV
E_tot ... -2784.54064 hartree

***

[2]
The following is a DFT calculation (the ωB97M-V functional and the def2-TZVPD basis) of a structure of composition C35H39N4OOsS.

```
81
Properties=species:S:1:pos:R:3:mulliken_charge:R:1
Os -0.27339 1.61900 -0.38188 0.956
C 0.35392 -0.78092 1.25051 -1.152
N 1.05077 0.09236 0.28030 0.131
C 2.27609 0.61786 0.91977 -1.073
C 1.43676 -0.68676 -0.92835 -0.807
C 0.22418 -0.94969 -1.79063 -0.761
N -0.46815 0.32342 -2.11907 0.299
C 0.21418 0.99168 -3.24349 -0.948
C -1.84731 0.01204 -2.54757 -1.320
H 0.98986 -1.63102 1.52081 0.416
H -0.58719 -1.13043 0.83327 0.246
H 0.13516 -0.19611 2.14130 0.352
H 2.96494 -0.19926 1.15136 0.401
H 2.00923 1.14057 1.83497 0.307
H 2.77187 1.31696 0.24546 0.357
H 1.92341 -1.62302 -0.63687 0.451
H 2.17290 -0.09545 -1.47602 0.413
H -0.48922 -1.58681 -1.26818 0.384
H 0.51929 -1.47410 -2.70569 0.480
H 0.22639 0.34713 -4.12878 0.365
H 1.24157 1.23910 -2.97393 0.358
H -0.31314 1.91411 -3.47504 0.129
H -1.83222 -0.62115 -3.44060 0.473
H -2.36816 0.94257 -2.77011 0.348
H -2.37502 -0.49651 -1.74820 0.275
C -2.17933 1.39279 0.13698 -0.226
C -3.06032 0.53527 0.55754 -0.162
C -3.93600 -0.34764 0.98933 1.041
C -4.26052 -0.53538 2.42558 0.049
C -5.58320 -0.71975 2.82466 -0.451
C -5.89768 -0.86542 4.16624 -0.786
C -4.89583 -0.84366 5.12773 -0.408
C -3.57386 -0.68238 4.73805 -1.019
C -3.26221 -0.53155 3.39515 0.293
C -4.64069 -1.19670 -0.01729 0.023
C -4.84504 -2.55504 0.21919 -0.334
C -5.45463 -3.35023 -0.73922 -0.702
C -5.87966 -2.79623 -1.93926 -0.480
C -5.69607 -1.44099 -2.17530 -0.735
C -5.08143 -0.64586 -1.21939 -0.230
H -6.36855 -0.73922 2.07900 0.515
H -6.92979 -0.99798 4.46288 0.409
H -5.14369 -0.96503 6.17374 0.395
H -2.78542 -0.69064 5.47998 0.418
H -2.22881 -0.44318 3.08178 0.354
H -4.52332 -2.98895 1.15831 0.496
H -5.60314 -4.40473 -0.54660 0.411
H -6.36469 -3.41620 -2.68155 0.417
H -6.04602 -0.99928 -3.09955 0.439
H -4.95261 0.41669 -1.38958 0.522
C 2.54219 7.57989 -2.00452 -0.886
C 2.00215 8.81969 -2.66579 0.638
O 2.67995 9.74798 -2.99892 -0.512
S 0.23525 8.94421 -3.00392 -0.107
C -0.40683 7.39887 -2.40769 -0.421
C -0.39104 6.26806 -3.21909 -0.515
C -0.89004 5.06633 -2.74929 -0.489
C -1.41564 4.98284 -1.45926 0.527
C -1.45758 6.12458 -0.65736 -0.235
C -0.96088 7.32557 -1.13297 -0.586
C -1.89336 3.73447 -0.93837 0.323
C -2.27442 2.68793 -0.44504 -1.308
H 3.57184 7.77643 -1.71569 0.365
H 2.51803 6.75177 -2.71480 0.286
H 1.94879 7.29184 -1.13766 0.218
H 0.01134 6.33800 -4.22138 0.518
H -0.87804 4.18595 -3.37833 0.366
H -1.88099 6.06012 0.33623 0.514
H -0.99254 8.21337 -0.51518 0.464
C -1.17032 2.41305 3.17187 -0.481
C -0.20773 3.21521 2.37953 -0.004
N 0.19532 3.02736 1.13260 1.229
C 1.08645 4.05038 0.84634 -0.701
C 1.22587 4.85196 1.92760 -0.685
N 0.39955 4.31386 2.88328 -0.037
H -1.58561 1.62516 2.55339 -0.728
H -1.99966 3.03210 3.51713 0.434
H -0.68819 1.97636 4.04895 0.445
H 1.53871 4.14376 -0.12709 0.364
H 1.81386 5.73539 2.09741 0.452
H 0.25128 4.67621 3.80993 0.226
```

## Properties
Strongest force on any atom ... 0.95 eV Å⁻¹
HOMO energy ... -9.943 eV
Gap between HOMO and LUMO ... 7.32 eV
Energy above the lowest of the compared OMol25 structures with the same formula, charge and spin ... 0.0 kJ/mol
Total charge ... +1
E_tot ... -2139.91986 hartree